[1]
This record from OMol25 describes the molecule C28H36N4O5. The level of theory is the ωB97M-V functional and the def2-TZVPD basis.

Last columns: bonded neighbours and bond lengths (Å).
Element x y z (Å)
1 C 3.3118 -3.6902 1.3801  C2 1.525, H38 1.087, H39 1.089, H40 1.087
2 C 2.4063 -2.5956 0.8267  C1 1.525, C3 1.532, H41 1.091, H42 1.089
3 C 0.9243 -2.9805 0.8852  C2 1.532, C4 1.527, C5 1.539, H43 1.097
4 C 0.3659 -2.8407 2.3000  C3 1.527, H44 1.088, H45 1.086, H46 1.088
5 C 0.0763 -2.1309 -0.0785  C3 1.539, N6 1.452, C17 1.491, H47 1.101
6 N 0.4992 -2.3291 -1.4531  C5 1.452, C7 1.351, H48 1.007
7 C 0.2302 -1.4371 -2.4313  N6 1.351, O8 1.207, O9 1.348
8 O -0.4661 -0.4588 -2.3046  C7 1.207
9 O 0.8466 -1.8044 -3.5722  C7 1.348, C10 1.433
10 C 0.6036 -0.9838 -4.7220  O9 1.433, C11 1.506, H49 1.092, H50 1.095
11 C -0.5527 -1.5151 -5.5276  C10 1.506, C12 1.390, C16 1.388
12 C -1.8571 -1.2291 -5.1426  C11 1.390, C13 1.384, H51 1.080
13 C -2.9236 -1.7437 -5.8583  C12 1.384, C14 1.385, H52 1.080
14 C -2.6969 -2.5451 -6.9647  C13 1.385, C15 1.384, H53 1.080
15 C -1.3995 -2.8346 -7.3514  C14 1.384, C16 1.384, H54 1.080
16 C -0.3317 -2.3250 -6.6335  C11 1.388, C15 1.384, H55 1.081
17 C 0.1365 -0.6779 0.2518  C5 1.491, N18 1.293, O37 1.345
18 N 1.1671 0.1016 0.2810  C17 1.293, N19 1.348
19 N 0.7136 1.3361 0.5785  N18 1.348, C20 1.294
20 C -0.5696 1.2413 0.7160  N19 1.294, C21 1.492, O37 1.341
21 C -1.5087 2.3425 1.0797  C20 1.492, N22 1.453, C33 1.537, H56 1.096
22 N -0.9262 3.1036 2.1723  C21 1.453, C23 1.364, H57 1.010
23 C -0.5681 2.4070 3.2892  N22 1.364, O24 1.205, O25 1.348
24 O -0.9918 1.3177 3.5815  C23 1.205
25 O 0.2866 3.1251 4.0442  C23 1.348, C26 1.425
26 C 0.7997 2.4322 5.1792  O25 1.425, C27 1.508, H58 1.094, H59 1.095
27 C 1.6562 1.2548 4.7853  C26 1.508, C28 1.389, C32 1.388
28 C 2.4229 1.3035 3.6286  C27 1.389, C29 1.383, H60 1.080
29 C 3.2099 0.2258 3.2656  C28 1.383, C30 1.384, H61 1.080
30 C 3.2431 -0.9078 4.0597  C29 1.384, C31 1.385, H62 1.080
31 C 2.4779 -0.9627 5.2123  C30 1.385, C32 1.384, H63 1.080
32 C 1.6845 0.1120 5.5724  C27 1.388, C31 1.384, H64 1.080
33 C -1.8036 3.2455 -0.1289  C21 1.537, C34 1.527, C35 1.534, H65 1.096
34 C -2.3221 2.4012 -1.2911  C33 1.527, H66 1.086, H67 1.088, H68 1.087
35 C -2.8060 4.3347 0.2721  C33 1.534, C36 1.524, H69 1.092, H70 1.091
36 C -2.8531 5.4899 -0.7213  C35 1.524, H71 1.088, H72 1.087, H73 1.087
37 O -0.9996 -0.0158 0.5334  C17 1.345, C20 1.341
38 H 4.3527 -3.3843 1.3105  C1 1.087
39 H 3.1904 -4.6143 0.8176  C1 1.089
40 H 3.0864 -3.8950 2.4232  C1 1.087
41 H 2.6910 -2.3905 -0.2063  C2 1.091
42 H 2.5514 -1.6729 1.3862  C2 1.089
43 H 0.8147 -4.0233 0.5625  C3 1.097
44 H 0.4498 -1.8125 2.6457  C4 1.088
45 H 0.9147 -3.4751 2.9897  C4 1.086
46 H -0.6823 -3.1298 2.3322  C4 1.088
47 H -0.9806 -2.4236 0.0165  C5 1.101
48 H 1.1341 -3.0820 -1.6628  N6 1.007
49 H 1.5315 -1.0129 -5.2973  C10 1.092
50 H 0.4002 0.0377 -4.3836  C10 1.095
51 H -2.0291 -0.6062 -4.2773  C12 1.080
52 H -3.9344 -1.5168 -5.5530  C13 1.080
53 H -3.5299 -2.9440 -7.5246  C14 1.080
54 H -1.2184 -3.4601 -8.2133  C15 1.080
55 H 0.6805 -2.5543 -6.9339  C16 1.081
56 H -2.4340 1.8828 1.4452  C21 1.096
57 H -0.3032 3.8540 1.9109  N22 1.010
58 H 1.3889 3.1814 5.7163  C26 1.094
59 H -0.0304 2.0976 5.8110  C26 1.095
60 H 2.3941 2.1816 3.0010  C28 1.080
61 H 3.7936 0.2769 2.3589  C29 1.080
62 H 3.8616 -1.7477 3.7801  C30 1.080
63 H 2.4930 -1.8484 5.8309  C31 1.080
64 H 1.0800 0.0632 6.4664  C32 1.080
65 H -0.8588 3.7146 -0.4253  C33 1.096
66 H -2.5242 3.0306 -2.1533  C34 1.086
67 H -3.2432 1.8952 -1.0091  C34 1.088
68 H -1.5965 1.6483 -1.5888  C34 1.087
69 H -3.7987 3.8885 0.3595  C35 1.092
70 H -2.5318 4.7245 1.2539  C35 1.091
71 H -1.8696 5.9419 -0.8287  C36 1.088
72 H -3.1845 5.1541 -1.7002  C36 1.087
73 H -3.5446 6.2540 -0.3744  C36 1.087

The LUMO energy comes out at 0.029 Ha. Its HOMO energy is -9.0091 eV. As for the multiplicity: 1. The value obtained for the max |F| is 0.0292 Eh/bohr. Its SMILES is CC[C@@H](C)[C@H](NC(=O)OCc1ccccc1)c1nnc([C@@H](NC(=O)OCc2ccccc2)[C@@H](C)CC)o1.



[2]
This record from OMol25 describes the molecule C5H6OS. The level of theory is the ωB97M-V functional and the def2-TZVPD basis.

Last columns: bonded neighbours and bond lengths (Å).
Element x y z (Å)
1 C -1.4892 0.8224 0.7090  C2 1.509, H8 1.132, H9 1.058, H10 1.213
2 C -0.3508 -0.1678 0.6865  C1 1.509, C3 1.377, H11 1.160
3 C 0.5295 -0.2538 -0.3687  C2 1.377, C4 1.591, C6 1.403
4 C 1.4301 -1.4888 0.0729  C3 1.591, O5 1.207, H12 1.321
5 O 2.5243 -1.7016 -0.3909  C4 1.207
6 C 0.7257 0.6639 -1.4117  C3 1.403, S7 1.568, H13 1.258
7 S 2.0127 0.9422 -2.2636  C6 1.568
8 H -2.3329 0.0713 0.7862  C1 1.132
9 H -1.6169 1.1974 -0.2725  C1 1.058
10 H -1.5531 1.6655 1.5785  C1 1.213
11 H -0.3226 -0.9752 1.5187  C2 1.160
12 H 0.7262 -2.1654 0.9622  C4 1.321
13 H -0.2828 1.3899 -1.6067  C6 1.258

The LUMO energy comes out at -0.032 Ha. Its HOMO energy is -8.5866 eV. As for the multiplicity: 1. The value obtained for the max |F| is 0.1194 Eh/bohr. Its SMILES is C/C=C(/C=O)C=S.



[3]
This record from OMol25 describes a cluster of 2 separate species, C4H6N2O in total. The level of theory is the ωB97M-V functional and the def2-TZVPD basis.

Last columns: bonded neighbours and bond lengths (Å).
Element x y z (Å)
1 C -0.6248 -0.2561 -0.3773  C4 1.493, N5 1.221
2 C 2.6553 -0.0822 -0.0567  N6 1.214, O7 1.157
3 C -1.3536 1.8857 0.6180  N5 1.273, H8 1.045, H9 1.176
4 C -1.0538 -1.6751 -0.1970  C1 1.493, H10 1.086, H11 1.148, H12 1.014
5 N -1.0853 0.7110 0.2086  C1 1.221, C3 1.273
6 N 2.7614 0.7294 -0.9528  C2 1.214, H13 0.987
7 O 2.6577 -0.6447 0.9548  C2 1.157
8 H -2.0804 2.5497 0.2683  C3 1.045
9 H -0.7415 2.1785 1.5791  C3 1.176
10 H -0.8557 -2.4678 -0.9130  C4 1.086
11 H -2.1529 -1.7962 0.1106  C4 1.148
12 H -0.4583 -1.8737 0.5991  C4 1.014
13 H 2.3321 0.7416 -1.8417  N6 0.987

The LUMO energy comes out at 0.022 Ha. Its HOMO energy is -7.8966 eV. As for the multiplicity: 1. The value obtained for the max |F| is 0.0910 Eh/bohr.



[4]
This record from OMol25 describes a cluster of 2 separate species, C6H13NO2 in total. The level of theory is the ωB97M-V functional and the def2-TZVPD basis.

Last columns: bonded neighbours and bond lengths (Å).
Element x y z (Å)
1 C -0.2472 -2.0033 -1.8159  C2 1.522, H7 1.093, H8 1.091, H9 1.093
2 C -0.4381 -0.5972 -1.2651  C1 1.522, C3 1.680, H10 1.090, H11 1.094
3 C 0.0115 -0.4805 0.3497  C2 1.680, O4 1.208, C5 1.521
4 O 0.7944 -1.2863 0.7942  C3 1.208
5 C -1.1586 0.0437 1.1689  C3 1.521, C6 1.525, H12 1.097, H13 1.094
6 C -0.8227 0.1599 2.6522  C5 1.525, H14 1.083, H15 1.088, H16 1.087
7 H -0.7106 -2.7274 -1.1415  C1 1.093
8 H 0.8113 -2.2500 -1.9106  C1 1.091
9 H -0.7227 -2.1135 -2.7934  C1 1.093
10 H -1.4961 -0.3345 -1.2741  C2 1.090
11 H 0.0177 0.1187 -1.9550  C2 1.094
12 H -1.9987 -0.6469 1.0229  C5 1.097
13 H -1.4663 1.0092 0.7575  C5 1.094
14 H -0.5899 -0.8177 3.0568  C6 1.083
15 H 0.0554 0.7860 2.7967  C6 1.088
16 H -1.6553 0.5837 3.2075  C6 1.087
17 H 0.8037 2.3806 0.5874  N18 1.013
18 N 1.3547 1.5346 0.5040  H17 1.013, C19 1.272
19 C 1.8605 1.2968 -0.6390  N18 1.272, O20 1.340, H21 1.083
20 O 1.8547 2.0796 -1.7260  C19 1.340, H22 0.972
21 H 2.3757 0.3599 -0.8121  C19 1.083
22 H 1.3663 2.9046 -1.5649  O20 0.972

The LUMO energy comes out at 0.018 Ha. Its HOMO energy is -8.9386 eV. As for the multiplicity: 1. The value obtained for the max |F| is 0.0813 Eh/bohr. Its SMILES is CCC(=O)CC.[H]/N=C\O.



Which value of max |F| does entry 1 give?
0.0292 Eh/bohr